Entry from the Open Molecules 2025 dataset: 7 unconnected molecules or ions with the total composition C15H45N7O11 (ωB97M-V/def2-TZVPD).

XYZ file:
```
78
Properties=species:S:1:pos:R:3:forces:R:3:lowdin_spin:R:1
C -0.957793 -0.104254 1.142882 0.107 1.728 3.886 0.02
O -1.674421 -0.981497 1.575908 -1.523 -2.783 0.713 0.01
N -0.261014 0.681842 1.980546 0.258 -0.824 1.564 0.03
N -0.983193 0.336013 -0.028323 0.157 0.715 -5.859 0.01
H -0.470257 0.360642 2.914961 1.019 0.699 0.338 0.01
H 0.429630 1.355774 1.682328 -0.082 -0.081 0.473 0.01
H -1.678795 -0.061426 -0.643364 0.345 0.426 -0.447 0.00
H -0.401766 1.133057 -0.244554 -0.361 0.114 -0.690 0.00
C 1.277542 -3.415328 0.579629 1.115 -2.166 0.859 0.01
O 1.985980 -4.421431 0.491759 0.160 0.581 -0.503 0.00
N 1.742044 -2.156844 0.471508 0.661 0.280 -0.551 0.01
N 0.017389 -3.509288 1.002565 -2.531 0.752 -0.024 0.00
H 1.131243 -1.357170 0.384706 0.511 -0.053 0.074 0.01
H 2.737327 -2.135600 0.301031 -0.217 0.626 -0.079 0.02
H -0.524700 -2.660706 0.924219 -0.317 -0.121 0.394 0.00
H -0.529820 -4.358057 0.986124 0.655 -0.014 -0.128 0.00
C -1.790136 2.397904 -2.564063 -0.187 -5.184 -1.157 0.00
O -1.640487 3.471724 -2.216562 0.334 8.483 2.514 0.00
N -2.664679 1.526520 -2.109944 -3.394 -1.573 1.670 0.00
N -0.999050 1.813674 -3.447429 2.496 -0.855 -3.081 0.00
H -3.384846 1.763503 -1.442636 0.430 0.402 -0.025 0.00
H -2.760708 0.613479 -2.530948 0.398 0.721 -0.038 0.00
H -0.780342 0.827970 -3.473043 -0.204 -0.091 -0.330 0.00
H -0.458716 2.435024 -4.032284 0.172 -0.257 0.363 0.00
C 4.163358 1.065899 -2.275188 0.873 0.088 -1.433 0.06
O 3.518948 0.063997 -3.052738 0.862 0.709 -0.270 0.01
C 2.174305 -0.044424 -2.725354 -1.305 -0.776 -0.434 0.01
C 1.496327 -0.656740 -3.962843 0.901 -1.236 0.099 0.00
N 0.086639 -1.048136 -3.944098 0.172 2.061 -0.775 0.00
C -0.386460 -1.819822 -2.863592 -0.744 -1.171 1.083 0.00
C -1.916456 -2.052854 -2.998846 2.734 -2.275 0.690 0.00
O -2.636935 -0.981766 -2.584980 -2.221 -0.140 -0.614 0.00
C -4.063511 -1.222646 -2.715607 0.028 1.011 -0.251 0.00
H 4.470843 0.734287 -1.283425 -0.883 0.249 0.460 0.04
H 3.624993 1.999408 -2.438921 -0.223 0.046 1.035 0.01
H 5.121795 1.302639 -2.737208 0.196 -0.347 -0.386 0.01
H 1.672482 0.891510 -2.479823 0.283 0.239 0.372 0.00
H 2.152046 -0.763765 -1.906722 -0.725 0.147 0.421 0.00
H 2.092792 -1.560084 -4.090508 0.296 -0.377 -0.314 0.00
H 1.703235 -0.061537 -4.852237 -0.190 0.323 0.149 0.00
H -0.082840 -1.536427 -4.811819 -0.166 0.070 -0.088 0.00
H -0.109710 -1.380257 -1.905316 -0.168 0.202 -0.015 0.00
H 0.082509 -2.803698 -2.876007 0.061 -0.538 0.276 0.00
H -2.260069 -2.898672 -2.403352 0.446 -0.425 0.367 0.00
H -1.958331 -2.461136 -4.008627 -1.057 0.789 -0.795 0.00
H -4.515822 -1.901629 -1.992766 0.604 -0.080 0.254 0.00
H -4.327714 -1.544326 -3.722996 0.303 -0.127 -0.153 0.00
H -4.505119 -0.235111 -2.581978 -0.235 -0.167 0.131 0.00
C 2.528349 1.215259 5.128232 -1.882 0.494 0.043 0.06
C 1.504557 1.301795 6.297806 1.146 0.662 -0.042 0.05
O 2.166389 2.006285 7.388384 -0.465 -0.639 -0.339 0.01
O 3.604934 0.398546 5.416638 0.530 -0.677 0.418 0.04
H 2.876957 2.195698 4.803688 -0.185 0.357 0.287 0.02
H 2.004451 0.808370 4.263326 0.040 -0.253 -0.079 0.02
H 1.182484 0.312744 6.623608 0.301 -0.273 -0.052 0.00
H 0.588307 1.864540 6.119203 0.031 0.064 -0.860 0.01
H 1.439014 2.115241 8.005355 0.295 0.263 0.510 0.00
H 3.977502 0.728268 6.237657 0.235 -0.014 0.141 0.00
C -4.677925 -2.572174 2.552010 0.815 4.509 0.154 0.00
C -5.403188 -1.987352 1.324920 0.776 -1.069 -0.790 0.00
O -4.560213 -1.120795 0.493656 -0.940 -1.217 1.180 0.00
O -3.420084 -3.124573 2.327188 -0.310 -2.888 -0.516 0.00
H -5.374307 -3.075927 3.222371 0.513 -0.681 -0.265 0.00
H -4.364471 -1.637791 3.017606 -0.687 0.408 1.188 0.00
H -6.286344 -1.400247 1.576792 -0.027 -0.349 0.200 0.00
H -5.629793 -2.924922 0.817287 -0.646 0.296 -1.054 0.00
H -3.685972 -1.312187 0.841027 0.753 0.523 -0.298 0.00
H -2.787709 -2.542982 1.898875 0.007 0.677 0.250 0.00
C 3.492512 4.069408 0.312088 0.674 -0.694 0.745 0.10
C 2.549698 2.869873 0.560572 0.266 0.268 -1.028 0.08
O 1.605438 2.744915 -0.541577 0.386 -0.298 1.320 0.02
O 4.254928 4.045305 -0.924912 -1.500 0.108 0.254 0.05
H 4.272535 4.014499 1.071454 -0.225 0.154 0.656 0.05
H 2.979709 5.024697 0.424231 -0.015 -0.105 -0.403 0.01
H 2.045457 2.870426 1.526934 -0.636 1.135 0.039 0.03
H 3.101917 1.953529 0.769091 0.578 -0.317 -0.988 0.05
H 2.095983 3.102584 -1.285245 -0.042 0.028 -0.369 0.00
H 4.961145 3.416733 -0.758325 0.371 -0.268 -0.051 0.04
```
Forces are in eV/Å.

Properties
F_max = 8.85 eV/Å
E = -49234.7269 eV
charge = -1
2S+1 = 2